{"formula": "C74H165N9O28", "method": "ωB97M-V/def2-TZVPD", "gap_ev": 8.80, "lumo_energy_ha": 0.01424, "e_homo_ev": -8.414, "spin_multiplicity": 1, "symbols": ["O", "C", "O", "C", "C", "C", "H", "H", "H", "H", "H", "H", "O", "C", "O", "C", "C", "C", "H", "H", "H", "H", "H", "H", "O", "C", "O", "C", "C", "C", "H", "H", "H", "H", "H", "H", "O", "C", "O", "C", "C", "C", "H", "H", "H", "H", "H", "H", "O", "C", "O", "C", "C", "C", "H", "H", "H", "H", "H", "H", "C", "O", "C", "C", "N", "C", "C", "O", "C", "H", "H", "H", "H", "H", "H", "H", "H", "H", "H", "H", "H", "H", "H", "H", "C", "O", "C", "C", "N", "C", "C", "O", "C", "H", "H", "H", "H", "H", "H", "H", "H", "H", "H", "H", "H", "H", "H", "H", "C", "O", "C", "C", "N", "C", "C", "O", "C", "H", "H", "H", "H", "H", "H", "H", "H", "H", "H", "H", "H", "H", "H", "H", "C", "O", "C", "C", "N", "C", "C", "O", "C", "H", "H", "H", "H", "H", "H", "H", "H", "H", "H", "H", "H", "H", "H", "H", "C", "O", "C", "C", "N", "C", "C", "O", "C", "H", "H", "H", "H", "H", "H", "H", "H", "H", "H", "H", "H", "H", "H", "H", "C", "O", "C", "C", "N", "C", "C", "O", "C", "H", "H", "H", "H", "H", "H", "H", "H", "H", "H", "H", "H", "H", "H", "H", "C", "O", "C", "C", "N", "C", "C", "O", "C", "H", "H", "H", "H", "H", "H", "H", "H", "H", "H", "H", "H", "H", "H", "H", "C", "O", "C", "C", "N", "C", "C", "O", "C", "H", "H", "H", "H", "H", "H", "H", "H", "H", "H", "H", "H", "H", "H", "H", "C", "O", "C", "C", "N", "C", "C", "O", "C", "H", "H", "H", "H", "H", "H", "H", "H", "H", "H", "H", "H", "H", "H", "H"], "positions_angstrom": [[19.38895, 30.60986, 10.90711], [19.33560, 29.57596, 11.51042], [20.34332, 29.12486, 12.38518], [20.08535, 27.82136, 12.88119], [18.62236, 27.62268, 12.73620], [18.16304, 28.59676, 11.64824], [20.49246, 27.62512, 13.87308], [20.68764, 27.23296, 12.18900], [18.12490, 27.89516, 13.66699], [18.35001, 26.62630, 12.38814], [17.26832, 29.15292, 11.92799], [17.96620, 28.09788, 10.69931], [8.80531, 25.39900, 13.31349], [9.37093, 26.04412, 14.18620], [10.74974, 26.22904, 14.12551], [11.06622, 27.27864, 15.03265], [9.94459, 27.19144, 16.06877], [8.73172, 26.80732, 15.30012], [11.26947, 28.25562, 14.59414], [12.00007, 27.05536, 15.54856], [9.78347, 28.14032, 16.58039], [10.12974, 26.50356, 16.89378], [8.13884, 27.64390, 14.93034], [8.07473, 26.20364, 15.92624], [15.91358, 22.39416, 12.29352], [16.74911, 22.17774, 13.12516], [17.51419, 21.10240, 13.09540], [18.74167, 21.14652, 13.85354], [18.70136, 22.57636, 14.36040], [17.31817, 23.08934, 14.18749], [19.64291, 21.03644, 13.25042], [18.64198, 20.43438, 14.67269], [19.43227, 23.19800, 13.84325], [19.15122, 22.51684, 15.35145], [17.14417, 24.13188, 13.92114], [16.69538, 22.90644, 15.06315], [12.26290, 26.92918, 20.75368], [12.31675, 25.99802, 19.92809], [11.26796, 25.71818, 19.09333], [11.58569, 24.57964, 18.25207], [12.64956, 23.80982, 18.99199], [13.36548, 24.90472, 19.76166], [11.95628, 24.89588, 17.27700], [10.73428, 23.90768, 18.14400], [13.16783, 23.05646, 18.39873], [12.17624, 23.13508, 19.70529], [14.23576, 25.24032, 19.19768], [13.70659, 24.75234, 20.78564], [13.75645, 28.44112, 13.28854], [14.06756, 27.49724, 12.53501], [15.27841, 26.93314, 12.57643], [15.39439, 25.81912, 11.70257], [14.08323, 25.68662, 10.92898], [13.15914, 26.78414, 11.55501], [15.58279, 25.07508, 12.47652], [16.25464, 25.81774, 11.03320], [13.64938, 24.68688, 10.94845], [14.22464, 25.89124, 9.86773], [12.17019, 26.51520, 11.92613], [12.97127, 27.61912, 10.88000], [14.36899, 20.02075, 19.32769], [13.30321, 19.23730, 18.86398], [11.95027, 19.74004, 19.12473], [10.73036, 18.80128, 18.72445], [10.21023, 17.97586, 19.80010], [9.24131, 16.91471, 19.57854], [9.75818, 15.75288, 18.78306], [10.88821, 15.11568, 19.51232], [11.56798, 14.17020, 18.77742], [14.30316, 21.06850, 19.03449], [15.29525, 19.68064, 18.86456], [14.40871, 19.88276, 20.40819], [11.84370, 20.62714, 18.50038], [11.83414, 19.82458, 20.20523], [11.00537, 18.21357, 17.84862], [9.95663, 19.49814, 18.40226], [11.04350, 17.58290, 20.21405], [8.38789, 17.39776, 19.10271], [8.77685, 16.55024, 20.49481], [9.90774, 15.99930, 17.73187], [8.95208, 15.02320, 18.70649], [12.43986, 13.84734, 19.34635], [11.87267, 14.53128, 17.79513], [11.02207, 13.23540, 18.64995], [12.39356, 33.09857, 22.02090], [13.19520, 32.13060, 21.36064], [13.02605, 30.77004, 21.81111], [13.93605, 29.82226, 21.07668], [13.57563, 29.36404, 19.77233], [13.14908, 30.51690, 18.94860], [12.73904, 30.05450, 17.52300], [12.42339, 31.22366, 16.75221], [11.52525, 30.94314, 15.67214], [12.41239, 32.95628, 23.10141], [11.38631, 33.08931, 21.60442], [12.82197, 34.07198, 21.78202], [12.01071, 30.40758, 21.97174], [13.37967, 30.84044, 22.83975], [14.03075, 28.91870, 21.67894], [14.92274, 30.27942, 21.15119], [12.87313, 28.65174, 19.91098], [13.96696, 31.22004, 18.79121], [12.36046, 31.06974, 19.45904], [11.89257, 29.39560, 17.71648], [13.49080, 29.52318, 16.93935], [11.22061, 31.88972, 15.22572], [10.58635, 30.44948, 15.92288], [12.02563, 30.32180, 14.92940], [21.06807, 16.88624, 15.54411], [21.89746, 17.97246, 15.16119], [21.50535, 19.27634, 15.70400], [22.20449, 20.46942, 15.05532], [21.65085, 21.74438, 15.61353], [22.41363, 22.92772, 15.18189], [21.82239, 24.17200, 15.85310], [22.72394, 25.28294, 15.58936], [22.40921, 26.58746, 16.13319], [20.98728, 16.85318, 16.63061], [21.38518, 15.87360, 15.29491], [20.04220, 16.93142, 15.17852], [21.58565, 19.37242, 16.78678], [20.44905, 19.37730, 15.45471], [22.10428, 20.38826, 13.97298], [23.26448, 20.40848, 15.30194], [21.61821, 21.68132, 16.62103], [22.42766, 23.01008, 14.09510], [23.46569, 22.87424, 15.46190], [21.75708, 23.96478, 16.92122], [20.83603, 24.44066, 15.47492], [22.87673, 27.31962, 15.47480], [22.81941, 26.76206, 17.12785], [21.33459, 26.75748, 16.06701], [16.65232, 17.59235, 13.41554], [17.32944, 17.66230, 14.63483], [16.49422, 17.94768, 15.75980], [17.36017, 18.24172, 16.98669], [17.88333, 19.61866, 17.05513], [18.40877, 19.89684, 18.36262], [18.51591, 21.44014, 18.55939], [17.17043, 21.90414, 18.60194], [16.96712, 23.27818, 18.81421], [17.24542, 17.14776, 12.61637], [16.36216, 18.59029, 13.08688], [15.74895, 16.98258, 13.42994], [15.80953, 17.11530, 15.92245], [15.86417, 18.83308, 15.67503], [18.24090, 17.60910, 17.09716], [16.76152, 18.07649, 17.88247], [17.23530, 20.34588, 16.78807], [19.33246, 19.33764, 18.51157], [17.73153, 19.50029, 19.11905], [19.06236, 21.85790, 17.71384], [19.19727, 21.65996, 19.38129], [17.51305, 23.55898, 19.71489], [15.99622, 23.77298, 18.83935], [17.37638, 23.78152, 17.93828], [22.81349, 33.15636, 17.95437], [22.54376, 31.94918, 17.31406], [21.16428, 31.60720, 17.18660], [21.12282, 30.15402, 16.70844], [21.82612, 29.15440, 17.54318], [21.18787, 29.01756, 18.87228], [19.56503, 28.85546, 18.88629], [18.87439, 30.13524, 18.84657], [17.48237, 30.08154, 18.74753], [22.28631, 34.01408, 17.53661], [23.88003, 33.35412, 17.84725], [22.55425, 33.10868, 19.01202], [20.71429, 32.29020, 16.46610], [20.67941, 31.73300, 18.15468], [21.69758, 30.15638, 15.78230], [20.08838, 29.91916, 16.45769], [22.64668, 29.68592, 17.79670], [21.53918, 29.88700, 19.42793], [21.60201, 28.09570, 19.28063], [19.24090, 28.22752, 19.71620], [19.31314, 28.32200, 17.96974], [17.15537, 29.48720, 17.89434], [17.01349, 31.05780, 18.62437], [17.11319, 29.68444, 19.69310], [15.44716, 28.75480, 9.17937], [14.90136, 29.42260, 10.28024], [15.27148, 30.80000, 10.34125], [14.76677, 31.45048, 11.58724], [15.44716, 30.90618, 12.80624], [14.92013, 31.63956, 13.94490], [15.51312, 31.11992, 15.24916], [16.74384, 31.85314, 15.55222], [17.95691, 31.30810, 15.01779], [15.12355, 27.71490, 9.22357], [16.53689, 28.77898, 9.17888], [15.20022, 29.14830, 8.19333], [14.82863, 31.15934, 9.41235], [16.34162, 31.00060, 10.28969], [13.68525, 31.40928, 11.71659], [15.08751, 32.48918, 11.50766], [14.99132, 30.01918, 12.96596], [13.85041, 31.43592, 13.99309], [15.04755, 32.71548, 13.82541], [15.63329, 30.03968, 15.33136], [14.80191, 31.37686, 16.03419], [18.11834, 31.29402, 13.93991], [18.07798, 30.28676, 15.37880], [18.70695, 31.96136, 15.46367], [8.95369, 18.88164, 8.44296], [9.32182, 20.03588, 9.30558], [9.00189, 19.75865, 10.69198], [9.32248, 21.02984, 11.42227], [10.74103, 21.28420, 11.53219], [11.15989, 22.40142, 12.35866], [10.38882, 22.59768, 13.70231], [10.68492, 21.52238, 14.53709], [10.35074, 21.66856, 15.93226], [9.74084, 18.75052, 7.70047], [8.06813, 19.02962, 7.82492], [8.82146, 17.92895, 8.95583], [9.62329, 19.08832, 11.28581], [7.96001, 19.45160, 10.78316], [8.90302, 20.88618, 12.41802], [8.84677, 21.88026, 10.93381], [11.15450, 21.37728, 10.61541], [11.08956, 23.24178, 11.66806], [12.23587, 22.27594, 12.47957], [9.31819, 22.57794, 13.49864], [10.59086, 23.53792, 14.21535], [10.82359, 22.49032, 16.47007], [10.52767, 20.69608, 16.39170], [9.30177, 21.89540, 16.12276], [14.23164, 21.43858, 16.02466], [14.61367, 22.75880, 15.90391], [13.72551, 23.46540, 15.12365], [14.17032, 24.92204, 15.06971], [14.25873, 25.49914, 16.42942], [14.78529, 26.82238, 16.41010], [16.24110, 26.96440, 15.91914], [17.01206, 26.04150, 16.68626], [18.38368, 25.87634, 16.33546], [14.95871, 20.86732, 16.60182], [14.09091, 20.91880, 15.07696], [13.28254, 21.37960, 16.55743], [12.73074, 23.30048, 15.53758], [13.74244, 23.14546, 14.08179], [13.40574, 25.42636, 14.47880], [15.13831, 24.99722, 14.57428], [14.88483, 24.87574, 16.91878], [14.59477, 27.12616, 17.43943], [14.20745, 27.44954, 15.73123], [16.58967, 27.99526, 15.98178], [16.14275, 26.75170, 14.85463], [18.51771, 25.58536, 15.29360], [18.62140, 25.09486, 17.05718], [19.02016, 26.75498, 16.44021], [14.32070, 12.01244, 15.56914], [13.53549, 13.14486, 15.87456], [13.62316, 14.24854, 14.97620], [12.82955, 15.54174, 15.41762], [12.62336, 16.45851, 14.32332], [12.46051, 17.78771, 14.83676], [12.47786, 18.65264, 13.46159], [13.72471, 18.68164, 12.88395], [14.00981, 19.83256, 12.12433], [15.29931, 12.22674, 15.13961], [13.78730, 11.49506, 14.77171], [14.38694, 11.35732, 16.43778], [13.19352, 13.73338, 14.11707], [14.68893, 14.47572, 14.95130], [13.18864, 16.02570, 16.32588], [11.82124, 15.25126, 15.71261], [13.38506, 16.50498, 13.66169], [13.18324, 18.07600, 15.60008], [11.52313, 17.96104, 15.36531], [12.07948, 19.64883, 13.65394], [11.76345, 18.25149, 12.74270], [13.39456, 20.01866, 11.24403], [14.96095, 19.66828, 11.61793], [14.05980, 20.73225, 12.73763]]}